{"formula": "C3H5NO2S2", "method": "wB97M-V/def2-TZVPD", "species": ["C", "C", "C", "O", "N", "S", "S", "O", "H", "H", "H", "H", "H"], "coordinates": [[2.36452, 0.15761, 0.08518], [1.08976, 0.22553, 0.50334], [0.18019, -0.80110, 0.09618], [0.21109, -1.86479, -0.37464], [-1.44139, -0.21716, 0.53844], [-2.66723, -1.20660, -0.22315], [-1.63169, 1.42012, 0.54100], [-0.90468, 2.00281, -0.85856], [3.08842, 0.87723, 0.50950], [2.77730, -0.71935, -0.51644], [0.56806, 0.84616, 1.11842], [-2.00534, -2.36385, -0.01660], [-1.62900, 1.64338, -1.40268]], "lowdin_charge": [0.097, -0.139, -0.386, 0.121, -0.831, 0.677, 0.802, -0.424, 0.079, 0.110, 0.021, -0.138, 0.010], "relative_energy_kj_mol": 367.0, "homo_lumo_gap_ev": 8.0, "total_energy_ev": -30444.305, "lumo_energy_ev": -0.38, "homo_ev": -8.40}